Entry from OMol25: a single C6H10 molecule (ωB97M-V/def2-TZVPD).

The geometry in XYZ format:
```
16
C6H10 | OMol25 | ωB97M-V/def2-TZVPD
C 2.0148 -0.0328 0.3194
C 0.7457 0.0157 -0.4580
C 0.0182 1.1166 -0.6749
C -1.4554 0.7887 -0.4937
C -1.2498 -0.3604 0.5224
C -0.1926 -1.1626 -0.2457
H 2.5994 0.8877 0.2703
H 1.6018 -0.1205 1.3463
H 2.6436 -0.9101 0.1461
H 0.4017 2.1292 -0.6106
H -2.0496 1.6339 -0.1339
H -1.9332 0.4164 -1.4182
H -0.6828 0.0237 1.3978
H -2.1308 -0.8703 0.9067
H -0.5983 -1.5702 -1.1839
H 0.2674 -1.9849 0.3098
```

SMILES: CC1=CCCC1
Frontier orbital gap: 9.71 eV
Relative energy (zero: lowest compared OMol25 entry of this formula, charge and spin): 24.6 kcal/mol